Record 1
Formula: C4H12NO2
Source: the Open Molecules 2025 dataset
Level of theory: ωB97M-V with the def2-TZVPD basis set

Geometry as XYZ:
```
19
Properties=species:S:1:pos:R:3:forces:R:3:lowdin_spin:R:1
O -1.57966 0.19982 -1.09180 1.12 -1.20 -0.70 0.558
C -0.47218 -0.32440 -1.15295 -1.54 0.98 0.24 0.072
C 0.59217 0.06325 -0.09862 2.70 -0.60 -2.00 0.060
C 1.59369 -1.13464 0.09446 -1.73 -2.33 2.53 0.006
C 3.06241 -0.96931 -0.02933 0.97 0.81 -0.02 0.007
N -0.06739 0.46360 1.10926 -2.63 -0.65 1.76 -0.005
H -0.31400 -1.08149 -1.98211 0.19 0.65 0.48 0.048
H 1.14334 0.94266 -0.57637 -0.69 -0.88 0.48 0.000
H 1.22615 -2.08496 -0.42855 0.38 1.56 0.27 0.001
H 1.60198 -1.51203 1.20314 -1.22 0.79 -1.60 0.001
H 3.42430 -1.93795 -0.35342 0.77 0.44 -0.46 0.001
H 3.41244 -0.06023 -0.47594 0.11 0.02 -1.92 0.001
H 3.52507 -0.70399 0.90054 -0.01 -0.68 1.18 0.001
H -0.35779 -0.40173 1.61745 0.23 0.36 -0.21 0.000
H -1.00551 0.92800 0.90511 0.73 0.31 0.52 -0.004
H 0.45559 0.96264 1.83772 0.36 0.46 -0.53 0.001
H -3.45455 0.70501 0.57248 0.45 1.07 -0.04 0.000
H -2.97592 2.10596 -0.09433 -0.11 -0.82 0.92 -0.001
O -2.77858 1.43560 0.62031 -0.09 -0.28 -0.91 0.253
```
Positions in Å, forces in eV/Å.

Calculated values
spin multiplicity	2
net charge	+2
E	-364.01634	Ha
E_HOMO (alpha / beta)	-18.96 / -18.94	eV
LUMO (alpha / beta)	-10.315 / -14.068	eV
gap between HOMO and LUMO (alpha / beta)	8.65 / 4.87	eV

Record 2
Formula: C4H12NO2P
Source: the Open Molecules 2025 dataset
Level of theory: ωB97M-V with the def2-TZVPD basis set

Geometry as XYZ:
```
20
Properties=species:S:1:pos:R:3:forces:R:3:lowdin_charge:R:1
C 2.62996 -0.36891 -0.34622 2.28 1.10 -2.39 -0.187
C -2.60388 1.03903 -0.09475 0.82 -2.74 0.14 -0.139
C 1.61393 0.41920 0.41514 -0.40 -3.65 3.32 -0.339
C -1.05985 1.28720 -0.05240 -1.22 1.89 0.73 -0.326
N -0.29009 -1.52137 0.95391 -0.15 1.44 -0.06 -0.190
O 0.09234 -0.63295 -1.58353 -0.62 0.01 1.89 -0.358
O -0.82228 -2.57657 0.21198 0.20 -1.78 -2.98 -0.184
P 0.00667 -0.14407 -0.14718 0.25 -0.82 -0.78 0.643
H 2.97249 -1.37502 -0.03338 -1.22 0.35 -0.08 0.087
H 2.33084 -0.29338 -1.43750 0.77 -0.71 1.15 0.080
H 3.57823 0.19337 -0.24309 -0.21 -0.12 -0.27 0.072
H -3.13501 1.89182 -0.36947 -0.70 1.57 -0.62 0.031
H -2.78454 0.24336 -0.87051 -0.06 0.76 0.70 0.085
H -3.10014 0.68394 0.85607 1.03 0.24 -0.77 0.084
H 1.75870 1.45831 0.47271 0.19 1.28 -0.20 0.067
H 1.73396 -0.07327 1.47025 -0.64 1.53 -1.26 0.121
H -0.83392 2.03862 0.77581 0.05 -1.26 -0.75 0.106
H -0.72932 1.82142 -0.98465 -0.44 -0.44 0.62 0.102
H -0.99405 -1.46948 1.72849 1.00 0.65 -0.97 0.116
H -0.36406 -2.62127 -0.72167 -0.94 0.69 2.58 0.129
```
Positions in Å, forces in eV/Å.

Calculated values
spin multiplicity	1
net charge	0
E	-706.13737	Ha
SMILES	CCP(=O)(CC)NO
E_HOMO	-8.85	eV
LUMO	0.791	eV
gap between HOMO and LUMO	9.65	eV

Record 3
Formula: C4H12NO2S
Source: the Open Molecules 2025 dataset
Level of theory: ωB97M-V with the def2-TZVPD basis set

Geometry as XYZ:
```
20
Properties=species:S:1:pos:R:3:forces:R:3:lowdin_charge:R:1
C -1.42746 0.06136 0.77448 0.00 0.20 0.21 -0.444
O -1.50247 0.59274 1.98849 0.05 -0.29 -0.13 -0.247
C 0.05005 -0.15811 0.29218 -0.23 0.64 -0.90 -0.471
C 0.08131 -0.91996 -0.96968 1.70 -1.61 1.23 -0.193
C 1.29328 -1.00899 -1.88480 -0.08 1.12 -0.35 -0.753
S 2.60557 0.19277 -1.62974 -0.10 -0.11 0.10 0.247
N 0.81422 -0.98733 1.20847 0.07 0.14 0.14 0.076
H -1.82776 0.74129 -0.03858 -0.07 -0.12 -0.06 0.090
H -1.94747 -0.91860 0.64558 -0.07 -0.01 0.11 0.101
H 0.48830 0.83308 0.14287 0.15 -0.07 -0.01 0.103
H -0.75547 -0.23054 -1.72639 -0.69 0.66 -0.88 0.061
H -0.44914 -1.86987 -0.85569 -0.15 0.10 -0.16 0.125
H 1.69062 -2.01804 -1.74326 -0.27 -0.18 0.18 0.062
H 0.96039 -0.94141 -2.92546 -0.07 -0.32 -0.01 0.043
H -1.44657 0.08386 -1.98969 0.07 0.03 0.44 0.233
H 0.63545 -0.60213 2.13791 -0.33 -0.11 0.01 0.082
H 1.79559 -0.80981 0.99330 -0.08 -0.11 -0.02 0.050
H -0.93670 2.12649 2.02762 0.19 0.03 0.26 -0.021
H 0.30063 2.83978 1.46610 -0.06 0.13 0.15 -0.002
O -0.42235 2.99340 2.08628 -0.04 -0.11 -0.31 -0.143
```
Positions in Å, forces in eV/Å.

Calculated values
spin multiplicity	1
net charge	-1
E	-762.88775	Ha
E_HOMO	-3.96	eV
LUMO	1.253	eV
gap between HOMO and LUMO	5.21	eV

Record 4
Formula: C4H12NO3
Source: the Open Molecules 2025 dataset
Level of theory: ωB97M-V with the def2-TZVPD basis set

Geometry as XYZ:
```
20
Properties=species:S:1:pos:R:3:forces:R:3:lowdin_charge:R:1
C -1.89180 1.10363 1.21376 0.53 0.22 0.76 -0.229
O -2.09801 1.50546 2.59034 -0.02 0.30 -0.49 -0.096
C -0.62305 0.27892 1.00920 0.13 -0.15 -0.88 -0.380
C 0.15466 0.83669 -0.21750 -0.53 0.20 -0.06 -0.183
C 1.28973 -0.01934 -0.76804 -0.18 -0.72 -1.10 -0.441
O 0.85078 -1.16906 -1.40454 -0.28 0.02 0.38 -0.349
N -0.93600 -1.16814 0.94197 -0.21 0.74 -0.19 0.043
H -2.72058 0.49194 0.88528 -0.37 0.07 -0.34 0.104
H -1.80906 2.04514 0.67794 -0.22 0.04 -0.15 0.103
H -2.26964 0.71118 3.08363 -0.08 -0.51 0.34 0.057
H 0.02557 0.48527 1.84724 0.23 0.01 0.58 0.122
H -0.51942 1.12738 -1.04192 -0.04 -0.54 0.11 0.109
H 0.53594 1.80101 0.11779 0.30 0.25 0.18 0.097
H 1.87073 0.57478 -1.50386 0.01 0.39 0.29 0.091
H 1.99336 -0.23009 0.05034 0.21 -0.06 0.43 0.091
H -0.58599 -1.63803 1.75468 0.24 -0.18 0.30 0.044
H -0.44025 -1.53627 0.13508 0.24 -0.24 -0.43 0.032
H 1.91251 -1.64757 -2.46661 0.58 0.17 0.53 -0.015
H 2.47883 -1.71914 -3.89833 -0.04 0.06 -0.73 -0.028
O 2.78168 -1.83376 -3.00646 -0.51 -0.08 0.48 -0.172
```
Positions in Å, forces in eV/Å.

Calculated values
spin multiplicity	1
net charge	-1
E	-440.08757	Ha
E_HOMO	-3.44	eV
LUMO	3.482	eV
gap between HOMO and LUMO	6.92	eV

Record 5
Formula: C4H12NO3
Source: the Open Molecules 2025 dataset
Level of theory: ωB97M-V with the def2-TZVPD basis set

Geometry as XYZ:
```
20
Properties=species:S:1:pos:R:3:forces:R:3:lowdin_charge:R:1
O -0.87973 2.33287 0.18227 -0.32 0.20 0.84 0.176
C -1.07190 1.45171 0.95777 0.71 -1.56 -2.83 -0.471
O -1.40894 1.42478 2.19717 -0.69 -2.71 1.31 0.183
C -0.77808 -0.09575 0.48775 2.17 3.56 0.66 -0.240
C -0.89859 -0.14165 -1.01806 3.06 -2.76 1.15 -0.176
C 0.47982 0.27168 -1.58384 -1.83 2.54 1.02 -0.047
N -1.45538 -1.08767 1.27785 -1.03 -2.81 1.39 0.204
H -1.46911 2.10454 2.82484 0.00 2.47 0.70 0.135
H 0.26520 -0.10800 0.86000 -0.18 -0.33 -0.69 0.170
H -1.76126 0.34141 -1.21755 -2.38 2.32 -1.47 0.086
H -1.07638 -1.16041 -1.37738 0.05 -0.26 0.25 0.126
H 1.18607 -0.46762 -1.27008 0.72 -0.14 -0.37 0.072
H 0.70971 1.32434 -1.27185 0.23 -1.18 0.64 0.100
H 0.35504 0.52991 -2.59332 0.29 -0.87 -1.89 0.069
H -0.78541 -1.82937 1.75124 -1.72 1.80 -1.24 0.244
H -2.11384 -1.58660 0.63718 0.49 0.04 0.81 0.189
H -2.03065 -0.64225 2.02350 0.49 -0.33 -0.26 0.174
H 3.94085 -1.17566 -1.55036 -0.79 -1.16 -6.04 -0.036
H 4.73299 -0.46246 -0.61854 4.28 3.51 0.60 -0.022
O 4.05957 -1.02381 -0.69859 -3.55 -2.36 5.43 0.063
```
Positions in Å, forces in eV/Å.

Calculated values
spin multiplicity	1
net charge	+1
E	-439.78061	Ha
E_HOMO	-14.33	eV
LUMO	-3.859	eV
gap between HOMO and LUMO	10.47	eV

Record 6
Formula: C4H12NO3
Source: the Open Molecules 2025 dataset
Level of theory: ωB97M-V with the def2-TZVPD basis set

Geometry as XYZ:
```
20
Properties=species:S:1:pos:R:3:forces:R:3:lowdin_charge:R:1
O 0.28531 1.24450 2.39223 0.22 -0.55 0.08 0.098
C 0.45656 1.51109 1.23411 -0.88 1.09 0.68 -0.157
C -0.43502 0.87126 0.16029 0.66 -0.50 0.39 -0.159
C 0.40704 0.51831 -1.11257 -0.41 -0.80 -0.11 -0.363
C -0.09586 1.16875 -2.36838 0.34 0.06 -1.11 -0.024
O 0.48182 -0.89470 -1.20981 -0.01 -0.24 -0.26 -0.048
N -0.96226 -0.36649 0.81349 0.23 0.18 0.40 0.213
H 1.11562 2.35789 0.99608 0.18 -0.26 -0.58 0.153
H -1.27424 1.54524 -0.00472 0.08 0.10 -0.27 0.168
H 1.44108 0.76455 -0.89703 0.14 0.66 -0.07 0.148
H -0.94124 0.66797 -2.85218 -0.56 0.16 0.82 0.099
H -0.26762 2.23685 -2.23815 -0.21 -0.07 -0.04 0.098
H 0.61094 1.05544 -3.19047 0.60 0.22 0.30 0.097
H 0.00228 -1.26558 -1.96406 0.05 0.41 0.07 0.120
H -1.94006 -0.55456 0.62004 -0.01 -0.19 -0.35 0.178
H -0.89383 -0.23907 1.83567 0.15 0.20 0.01 0.155
H -0.35610 -1.18326 0.55970 -0.49 -0.22 -0.25 0.112
H -0.20353 -3.58076 -0.20498 0.16 -0.16 0.02 0.070
H 1.02630 -3.16483 0.64995 0.02 -0.20 -0.13 0.075
O 0.09819 -2.97791 0.47960 -0.23 0.11 0.43 -0.035
```
Positions in Å, forces in eV/Å.

Calculated values
spin multiplicity	1
net charge	+1
E	-439.82355	Ha
E_HOMO	-14.72	eV
LUMO	-3.553	eV
gap between HOMO and LUMO	11.17	eV

Record 7
Formula: C4H12NO3S
Source: the Open Molecules 2025 dataset
Level of theory: ωB97M-V with the def2-TZVPD basis set

Geometry as XYZ:
```
21
Properties=species:S:1:pos:R:3:forces:R:3:lowdin_charge:R:1
O 0.06455 -2.28580 2.56862 0.44 -0.50 -1.40 -0.059
C -0.34944 -1.73136 1.53609 -1.65 -1.95 1.22 -0.396
N -0.55088 -0.42547 1.59254 -1.03 2.93 -3.29 0.060
C -0.97170 0.54673 0.42810 -0.96 -0.17 1.59 -0.417
C -1.38090 -0.22229 -0.79564 -2.77 0.77 -0.94 -0.642
S -1.62071 0.88093 -2.33023 -0.42 -0.45 0.89 0.206
C 0.10283 1.57901 0.26109 -0.17 1.81 -0.98 -0.113
H -0.82697 -2.34324 0.62966 1.28 1.49 1.60 0.169
H -0.08180 0.13227 2.27464 0.26 -0.43 0.92 0.123
H -1.89247 1.14844 0.81255 1.31 -1.39 -0.61 0.147
H -2.42409 -0.65622 -0.49773 1.92 0.17 -0.86 0.081
H -0.69095 -0.94280 -1.19005 0.37 -0.63 0.59 0.013
H 0.25327 1.89699 -0.77820 -0.96 -0.20 -0.14 0.030
H -0.16789 2.54386 0.77124 0.84 -1.07 0.07 0.095
H 1.08084 1.19394 0.39156 0.93 -0.14 1.16 0.030
H 1.26490 0.72457 -3.32480 -0.27 -3.57 1.12 0.081
H 0.16199 -0.29063 -3.11254 0.12 0.07 0.29 -0.110
O 1.14689 -0.29738 -3.04254 0.38 3.48 -1.38 -0.229
H 1.84580 -0.99343 1.60095 -1.87 -1.25 0.76 -0.045
H 2.38993 0.13659 0.83275 -0.04 0.62 -0.60 -0.006
O 2.64680 -0.59473 1.37195 2.29 0.40 -0.01 -0.019
```
Positions in Å, forces in eV/Å.

Calculated values
spin multiplicity	1
net charge	-1
E	-838.28187	Ha
E_HOMO	-3.44	eV
LUMO	3.557	eV
gap between HOMO and LUMO	7.00	eV

Record 8
Formula: C4H12NOP
Source: the Open Molecules 2025 dataset
Level of theory: ωB97M-V with the def2-TZVPD basis set

Geometry as XYZ:
```
19
Properties=species:S:1:pos:R:3:forces:R:3:lowdin_charge:R:1
C -2.40327 -0.12719 0.62811 -0.04 -2.66 2.11 -0.144
C 1.81261 1.67393 -0.12259 -1.39 1.74 -0.11 -0.160
C -1.41772 -1.21457 0.06820 -0.05 1.62 -0.90 -0.346
C 0.45125 1.08963 0.09912 -1.20 -2.18 -0.30 -0.337
N 1.84461 -1.37261 -1.75887 -2.16 0.44 4.28 -0.195
O 1.07226 -1.53007 1.05044 0.67 -0.26 1.07 -0.225
P 0.38240 -0.81596 -0.15966 0.95 1.58 -4.40 0.863
H -2.32715 -0.04468 1.81343 -0.10 0.15 -2.66 0.117
H -2.18205 0.76192 0.10095 -0.55 1.19 -0.13 0.016
H -3.39794 -0.62283 0.37612 0.95 1.36 0.44 0.089
H 1.61271 2.64301 -0.56014 0.34 0.28 -0.65 0.071
H 2.32015 1.96592 0.75566 0.60 -0.32 1.30 0.059
H 2.41276 1.09630 -0.74759 1.05 -0.95 -1.13 0.024
H -1.80002 -1.39935 -0.95029 0.32 -0.46 0.39 0.081
H -1.50876 -2.05410 0.70057 0.14 -1.37 0.29 0.056
H -0.36490 1.53376 -0.53896 0.97 -0.48 0.45 0.090
H 0.12706 1.17054 1.12248 -0.28 0.32 0.56 0.066
H 1.39396 -1.08841 -2.60756 -0.80 0.46 -0.79 -0.184
H 1.97203 -1.66524 0.73055 0.56 -0.44 0.18 0.058
```
Positions in Å, forces in eV/Å.

Calculated values
spin multiplicity	1
net charge	0
E	-630.82446	Ha
E_HOMO	-7.66	eV
LUMO	0.716	eV
gap between HOMO and LUMO	8.38	eV

How do the records compare in energy above the lowest of the compared OMol25 structures with the same formula, charge and spin? In the order shown, they have 197.4; 268.4; 466.0; 54.0; 246.6; 133.9; 168.8; 515.0 kJ/mol.